Below is a 13-piece molecular cluster, C26H82N20O13 overall at a distorted geometry, with properties calculated with ωB97M-V with the def2-TZVPD basis set.

```
141
C26H82N20O13, DFT ωB97M-V with the def2-TZVPD basis set
C -2.915 -1.664 1.902
C -1.797 -2.273 2.776
O -1.574 -1.419 3.906
H -2.613 -0.693 1.515
H -3.777 -1.485 2.549
H -3.210 -2.414 1.168
H -0.905 -2.308 2.144
H -1.994 -3.310 3.052
H -1.930 -1.942 4.634
C -0.603 0.140 0.405
O -1.573 0.681 -0.143
N 0.108 -0.916 -0.047
N 0.057 0.781 1.406
H -0.218 -1.376 -0.889
H 0.907 -1.265 0.482
H -0.404 1.573 1.828
H 0.859 0.364 1.849
C -2.312 -2.017 -2.742
O -1.114 -1.748 -2.898
N -3.087 -2.752 -3.585
N -2.992 -1.524 -1.696
H -2.537 -2.876 -4.425
H -4.065 -2.826 -3.404
H -3.992 -1.565 -1.688
H -2.492 -0.872 -1.100
C 1.900 -1.274 4.992
O 3.043 -1.341 5.437
N 1.032 -2.320 5.028
N 1.414 -0.214 4.312
H 0.152 -2.206 4.537
H 1.209 -3.111 5.619
H 0.481 -0.328 3.956
H 1.920 0.602 3.977
C -2.468 3.819 1.300
O -1.655 3.451 2.164
N -2.870 3.032 0.293
N -3.025 5.055 1.277
H -3.591 3.223 -0.405
H -2.398 2.123 0.289
H -2.760 5.753 1.949
H -3.515 5.334 0.447
C 4.344 1.281 3.053
O 3.312 1.715 3.582
N 4.510 -0.013 2.754
N 5.408 2.074 2.826
H 5.412 -0.312 2.436
H 3.679 -0.579 2.708
H 5.349 3.064 2.996
H 6.247 1.682 2.440
C 3.009 -2.701 1.599
O 2.225 -1.748 1.444
N 3.647 -3.267 0.571
N 3.208 -3.387 2.751
H 3.768 -2.722 -0.298
H 4.261 -4.056 0.664
H 2.754 -3.045 3.585
H 3.963 -4.040 2.834
C 1.637 4.766 2.396
O 2.761 5.217 2.143
N 0.498 5.501 2.304
N 1.361 3.466 2.590
H -0.387 5.003 2.254
H 0.586 6.427 1.925
H 2.156 2.849 2.697
H 0.421 3.159 2.759
C -1.907 1.974 5.468
O -2.151 3.171 5.599
N -1.689 1.385 4.276
N -1.869 1.108 6.507
H -1.644 0.379 4.146
H -1.617 2.073 3.531
H -1.500 0.184 6.384
H -1.948 1.446 7.449
C -1.810 -7.881 -1.286
C -2.458 -6.553 -0.959
C -1.493 -5.366 -0.966
O -0.453 -5.707 -0.079
C 0.511 -4.670 0.209
N -3.597 -6.243 -1.847
H -2.615 -8.614 -1.390
H -1.160 -8.293 -0.516
H -1.266 -7.871 -2.233
H -2.892 -6.646 0.040
H -2.004 -4.453 -0.640
H -1.155 -5.250 -2.003
H 0.562 -4.002 -0.650
H 1.474 -5.138 0.401
H 0.194 -4.166 1.123
H -3.312 -6.175 -2.819
H -3.820 -5.288 -1.582
C 5.099 1.501 -1.078
C 5.051 0.012 -1.014
C 3.805 -0.592 -1.599
O 3.863 -1.984 -1.830
C 2.766 -2.678 -2.396
N 6.248 -0.472 -1.739
H 4.248 1.912 -0.531
H 5.098 1.908 -2.089
H 6.020 1.830 -0.597
H 5.044 -0.327 0.032
H 3.663 -0.208 -2.618
H 2.986 -0.235 -0.963
H 1.824 -2.474 -1.881
H 2.971 -3.740 -2.267
H 2.708 -2.412 -3.450
H 7.066 -0.049 -1.310
H 6.391 -1.457 -1.534
C 1.473 0.597 -4.797
C 0.769 1.436 -3.718
C 1.075 2.913 -3.647
O 0.435 3.675 -2.627
C 0.632 3.196 -1.308
N -0.675 1.205 -3.866
H 1.269 0.843 -5.843
H 1.243 -0.467 -4.744
H 2.566 0.667 -4.775
H 1.063 0.890 -2.813
H 0.821 3.379 -4.598
H 2.155 2.956 -3.457
H -0.044 3.641 -0.581
H 1.673 3.297 -0.991
H 0.368 2.133 -1.322
H -0.823 0.320 -3.380
H -1.185 1.815 -3.229
C -2.436 4.376 -3.009
C -3.718 3.922 -3.671
C -4.964 3.796 -2.775
O -4.756 2.989 -1.633
C -4.617 1.613 -1.939
N -4.022 4.838 -4.761
H -2.065 3.614 -2.318
H -2.495 5.325 -2.470
H -1.582 4.472 -3.682
H -3.408 2.942 -4.061
H -5.852 3.448 -3.309
H -5.124 4.823 -2.440
H -4.210 1.159 -1.037
H -3.940 1.378 -2.763
H -5.601 1.212 -2.201
H -4.822 4.502 -5.287
H -3.267 4.924 -5.427
```

Output
- E_HOMO (eV) = -8.693
- relative energy (zero: lowest compared OMol25 entry of this formula, charge and spin) (kcal/mol) = 0.0
- gap between HOMO and LUMO (eV) = 8.70


Below is a 14-piece molecular cluster, C26H82NO15 overall at a distorted geometry, with properties calculated with ωB97M-V with the def2-TZVPD basis set.

```
124
C26H82NO15, DFT ωB97M-V with the def2-TZVPD basis set
C -22.897 -56.952 1.717
O -23.494 -56.331 2.824
C -24.441 -55.301 2.654
C -24.614 -54.487 3.919
N -25.481 -53.347 3.632
H -24.876 -52.673 2.917
H -26.432 -53.684 3.208
C -25.784 -52.562 4.892
C -26.680 -53.335 5.807
O -27.172 -52.378 6.755
C -28.338 -52.702 7.396
H -22.375 -56.213 1.028
H -23.432 -57.738 0.975
H -22.057 -57.705 2.051
H -25.222 -55.766 2.004
H -24.165 -54.541 1.858
H -23.763 -54.179 4.339
H -25.185 -55.139 4.635
H -26.113 -51.673 4.514
H -24.844 -52.137 5.254
H -26.398 -53.978 6.379
H -27.664 -53.681 5.391
H -29.164 -52.786 6.825
H -28.483 -51.713 7.979
H -28.066 -53.463 8.077
C -28.317 -56.944 3.572
C -27.448 -57.877 4.398
O -26.869 -57.034 5.278
H -27.660 -56.310 2.905
H -28.850 -56.348 4.100
H -29.028 -57.326 3.084
H -26.936 -58.447 3.718
H -28.064 -58.592 5.106
H -26.326 -57.537 5.905
C -22.917 -50.569 3.388
C -23.734 -50.251 2.123
O -24.878 -51.225 2.019
H -22.183 -49.886 3.557
H -22.486 -51.507 3.377
H -23.512 -50.669 4.084
H -23.045 -50.241 1.346
H -24.215 -49.188 2.161
H -25.562 -50.986 1.399
C -26.182 -48.989 6.928
C -27.262 -48.968 5.967
O -26.633 -48.461 4.650
H -25.274 -49.699 6.869
H -26.654 -49.390 7.798
H -25.947 -47.845 7.132
H -27.954 -48.175 6.163
H -27.792 -49.988 5.752
H -27.239 -48.553 3.986
C -23.632 -60.008 4.344
C -24.306 -60.499 3.136
O -25.652 -60.950 3.466
H -24.170 -59.227 4.878
H -22.498 -59.541 4.118
H -23.485 -60.818 5.148
H -23.784 -61.478 2.653
H -24.475 -59.857 2.198
H -26.355 -60.660 2.789
C -23.354 -56.536 6.777
C -24.014 -57.546 7.776
O -25.368 -57.923 7.364
H -24.164 -55.632 6.679
H -22.958 -57.004 5.778
H -22.521 -56.175 7.332
H -24.063 -56.980 8.800
H -23.511 -58.468 7.763
H -25.902 -58.244 8.206
C -26.933 -58.333 0.164
C -28.045 -59.451 0.341
O -27.363 -60.547 0.889
H -27.502 -57.526 -0.139
H -26.138 -58.681 -0.700
H -26.319 -58.178 1.083
H -28.595 -59.682 -0.545
H -28.556 -58.951 1.039
H -27.339 -61.140 0.129
C -22.399 -60.045 -1.153
C -22.548 -60.901 -2.377
O -23.016 -60.041 -3.289
H -21.712 -60.678 -0.294
H -23.265 -59.812 -0.940
H -21.807 -59.209 -1.356
H -23.231 -61.727 -2.375
H -21.681 -61.471 -2.781
H -22.549 -59.234 -3.500
C -20.704 -54.033 2.239
O -21.003 -53.409 1.052
H -20.829 -55.150 2.086
H -21.443 -54.181 3.074
H -19.911 -53.584 2.704
H -20.762 -52.504 1.160
C -25.662 -51.188 10.415
O -24.367 -50.951 9.922
H -26.143 -52.074 9.900
H -26.284 -50.321 10.154
H -25.803 -51.196 11.432
H -24.356 -49.996 9.796
C -28.323 -52.415 2.597
O -27.931 -53.773 2.340
H -29.243 -52.291 2.376
H -27.552 -51.755 2.300
H -28.624 -52.235 3.576
H -28.704 -54.099 1.657
C -21.969 -52.524 7.517
O -22.324 -52.768 6.129
H -21.196 -51.553 7.469
H -21.608 -53.387 7.963
H -22.888 -52.181 8.196
H -21.486 -53.284 5.743
C -23.028 -53.414 -1.628
O -23.075 -54.481 -0.667
H -23.646 -52.547 -1.751
H -23.007 -53.875 -2.672
H -21.974 -52.744 -1.420
H -22.340 -54.212 -0.055
C -31.841 -53.534 3.975
O -32.396 -52.701 2.922
H -31.072 -53.087 4.620
H -31.125 -54.070 3.494
H -32.709 -54.298 4.543
H -33.047 -53.247 2.563
```

Output
- E_HOMO (eV) = -11.162
- gap between HOMO and LUMO (eV) = 9.14
- total charge = +1


Below is C27H12Cl5CrN3S2 as an isolated structure, with properties calculated with ωB97M-V with the def2-TZVPD basis set.

```
50
C27H12Cl5CrN3S2, DFT ωB97M-V with the def2-TZVPD basis set
Cr -1.136 -0.456 0.930
S -3.072 -1.699 1.303
C -4.248 -0.453 1.622
C -5.476 -0.815 2.178
C -6.478 0.110 2.440
C -7.721 -0.323 3.006
N -8.715 -0.689 3.461
C -6.246 1.465 2.144
C -5.026 1.838 1.598
C -4.011 0.915 1.320
S -2.533 1.477 0.605
C -7.245 2.462 2.397
N -8.040 3.274 2.588
H -5.649 -1.858 2.411
H -4.845 2.882 1.376
Cl -0.377 0.002 3.118
C 0.274 -1.696 0.153
C -0.429 -0.870 -0.936
C -0.200 -1.240 -2.303
Cl -1.286 -0.633 -3.514
C 0.820 -2.071 -2.629
Cl 1.250 -2.343 -4.291
C 1.486 -2.861 -1.605
Cl 2.689 -4.012 -2.105
C 1.108 -2.776 -0.307
Cl 1.603 -3.972 0.849
N 0.718 -0.345 -0.174
C 1.960 0.100 -0.533
C 2.066 1.214 -1.429
C 3.302 1.823 -1.734
C 3.374 2.897 -2.600
C 2.224 3.421 -3.183
C 0.993 2.862 -2.859
C 0.906 1.786 -1.997
C 3.090 -0.485 0.211
C 2.962 -0.681 1.590
C 3.992 -1.262 2.311
C 5.157 -1.671 1.675
C 5.280 -1.504 0.303
C 4.256 -0.918 -0.424
H 4.207 1.458 -1.269
H 4.341 3.338 -2.816
H 2.286 4.261 -3.863
H 0.082 3.273 -3.277
H -0.068 1.393 -1.739
H 2.044 -0.385 2.090
H 3.872 -1.407 3.378
H 5.955 -2.137 2.242
H 6.169 -1.853 -0.211
H 4.337 -0.835 -1.501
```

Output
- E_HOMO (spin up / spin down) (eV) = -1.750 / -2.106
- relative energy (zero: lowest compared OMol25 entry of this formula, charge and spin) (kcal/mol) = 41.4
- gap between HOMO and LUMO (spin up / spin down) (eV) = 5.80 / 5.81
- total charge = -2
- spin multiplicity = 5


Below is C27H13Cl6NO7Pt as an isolated structure at a distorted geometry, with properties calculated with ωB97M-V with the def2-TZVPD basis set.

```
55
C27H13Cl6NO7Pt, DFT ωB97M-V with the def2-TZVPD basis set
Pt 0.002 -0.224 -0.181
Cl 0.351 -4.780 5.685
C 0.213 -3.999 4.146
C 0.388 -2.632 4.058
C 0.287 -2.018 2.823
Cl 0.484 -0.319 2.670
C -0.026 -2.734 1.645
O -0.167 -2.180 0.484
C -0.191 -4.139 1.797
Cl -0.547 -5.054 0.387
C -0.070 -4.761 3.019
H 0.608 -2.051 4.942
H -0.197 -5.830 3.103
Cl 4.997 4.709 -0.524
C 3.549 3.779 -0.301
C 3.637 2.406 -0.177
C 2.463 1.699 0.001
Cl 2.555 -0.055 0.134
C 1.204 2.291 0.058
O 0.065 1.645 0.305
C 1.168 3.684 -0.096
Cl -0.359 4.486 -0.055
C 2.323 4.423 -0.262
H 4.589 1.898 -0.222
H 2.260 5.496 -0.370
O -1.106 0.962 -4.399
C -0.037 0.356 -4.972
C 0.189 0.414 -6.343
C 1.289 -0.215 -6.898
C 2.178 -0.922 -6.098
C 1.943 -0.994 -4.738
C 0.846 -0.358 -4.160
C 0.674 -0.505 -2.699
O 1.003 -1.511 -2.083
O 0.186 0.530 -2.045
H -1.657 1.347 -5.089
H -0.505 0.960 -6.973
H 1.451 -0.153 -7.966
H 3.036 -1.416 -6.530
H 2.601 -1.558 -4.090
O -2.281 -1.276 -2.027
C -2.705 -0.653 -1.091
N -1.921 -0.074 -0.081
C -2.701 0.607 0.865
O -2.329 1.201 1.838
C -4.114 0.419 0.411
C -5.282 0.878 0.983
C -6.470 0.561 0.333
C -6.474 -0.188 -0.843
C -5.288 -0.646 -1.408
C -4.118 -0.324 -0.752
H -5.264 1.460 1.895
H -7.411 0.903 0.744
H -7.417 -0.417 -1.321
H -5.275 -1.231 -2.318
```

Output
- E_HOMO (eV) = -8.046
- relative energy (zero: lowest compared OMol25 entry of this formula, charge and spin) (kcal/mol) = 29.3
- gap between HOMO and LUMO (eV) = 5.50


Below is C27H14Cl5FN3O9Tc as an isolated structure, with properties calculated with ωB97M-V with the def2-TZVPD basis set.

```
60
C27H14Cl5FN3O9Tc, DFT ωB97M-V with the def2-TZVPD basis set
Tc -0.400 1.582 1.202
C 0.666 -3.640 -4.029
C 0.834 -4.125 -2.596
C 0.164 -5.457 -2.311
C -1.342 -5.358 -2.499
C -1.905 -4.183 -1.736
C -3.234 -4.134 -1.392
C -3.745 -3.065 -0.655
F -5.041 -3.083 -0.346
C -2.965 -2.030 -0.237
C -1.605 -2.052 -0.580
C -0.734 -0.986 -0.155
O -1.289 -0.009 0.475
C 0.625 -1.075 -0.450
C 1.066 -2.140 -1.226
N 0.280 -3.102 -1.655
C -1.082 -3.114 -1.327
C 1.653 -0.106 -0.025
O 2.769 -0.079 -0.435
O 1.252 0.792 0.946
H 1.058 -4.390 -4.717
H 1.214 -2.712 -4.192
H -0.381 -3.461 -4.275
H 1.894 -4.195 -2.358
H 0.390 -5.760 -1.286
H 0.592 -6.208 -2.975
H -1.826 -6.269 -2.150
H -1.593 -5.262 -3.558
H -3.902 -4.938 -1.678
H -3.376 -1.219 0.345
H 2.110 -2.190 -1.509
O -2.202 4.760 -0.424
C -1.337 4.067 -0.013
O -1.606 2.876 0.646
C 0.122 4.299 -0.165
C 1.018 3.831 0.788
C 2.372 3.948 0.557
C 2.879 4.528 -0.582
C 1.957 5.001 -1.495
C 0.595 4.910 -1.320
N 2.469 5.626 -2.745
O 1.644 6.020 -3.536
O 3.669 5.697 -2.871
N 3.305 3.440 1.592
O 4.482 3.636 1.420
O 2.803 2.906 2.559
H 0.717 3.475 1.784
H 3.942 4.619 -0.750
H -0.086 5.289 -2.070
Cl -0.241 -1.339 2.906
C -0.583 0.103 3.815
C -0.686 1.363 3.207
C -0.881 2.473 4.038
Cl -1.051 4.072 3.395
C -1.001 2.336 5.420
Cl -1.268 3.700 6.421
C -0.900 1.074 5.997
Cl -1.029 0.895 7.691
C -0.690 -0.044 5.195
Cl -0.562 -1.592 5.925
```

Output
- E_HOMO (spin up / spin down) (eV) = -11.860 / -11.827
- relative energy (zero: lowest compared OMol25 entry of this formula, charge and spin) (kcal/mol) = 18.4
- gap between HOMO and LUMO (spin up / spin down) (eV) = 6.84 / 6.97
- total charge = +1
- spin multiplicity = 2


Below is C27H17BrClIN4ORuS as an isolated structure, with properties calculated with ωB97M-V with the def2-TZVPD basis set.

```
54
C27H17BrClIN4ORuS, DFT ωB97M-V with the def2-TZVPD basis set
Ru -0.245 0.044 0.164
Cl -2.733 -0.043 -6.323
C -2.047 0.413 -4.801
C -1.759 1.723 -4.550
C -1.204 2.123 -3.318
I -0.795 4.127 -2.976
C -0.923 1.205 -2.328
O -0.390 1.536 -1.164
C -1.233 -0.160 -2.596
N -0.963 -1.047 -1.591
C -1.239 -2.324 -1.762
C -1.793 -2.821 -2.949
C -2.069 -1.952 -3.969
C -1.793 -0.578 -3.819
H -1.961 2.468 -5.307
H -0.996 -2.987 -0.939
H -1.992 -3.879 -3.042
H -2.500 -2.305 -4.896
N -1.504 -2.868 2.941
C -0.463 -3.726 3.382
C -0.676 -4.546 4.475
C 0.344 -5.371 4.932
C 1.579 -5.357 4.307
C 1.794 -4.521 3.219
C 0.770 -3.720 2.746
S 1.059 -2.739 1.297
N -0.251 -1.644 1.369
C -1.309 -1.843 2.087
C -2.353 -0.813 1.922
C -3.592 -0.806 2.536
C -4.466 0.238 2.274
C -4.074 1.247 1.410
C -2.826 1.183 0.820
N -1.991 0.166 1.066
H -2.339 -2.866 3.500
H -1.639 -4.543 4.971
H 0.167 -6.016 5.781
H 2.379 -5.990 4.662
H 2.761 -4.501 2.731
H -3.888 -1.597 3.210
H -5.439 0.261 2.745
H -4.723 2.082 1.188
H -2.458 1.939 0.139
Br 3.556 3.541 4.404
C 2.478 2.513 3.247
C 1.886 1.350 3.722
C 1.089 0.604 2.873
C 0.871 0.987 1.542
C 1.493 2.163 1.094
C 2.288 2.924 1.940
H 2.052 1.037 4.744
H 0.650 -0.305 3.266
H 1.343 2.503 0.077
H 2.755 3.832 1.583
```

Output
- E_HOMO (spin up / spin down) (eV) = -10.347 / -10.355
- relative energy (zero: lowest compared OMol25 entry of this formula, charge and spin) (kcal/mol) = 0.0
- gap between HOMO and LUMO (spin up / spin down) (eV) = 6.42 / 6.12
- total charge = +1
- spin multiplicity = 2